ORCA calculation (ωB97M-V with the def2-TZVPD basis set) on a molecular structure, C39H54N5OsS2SbSi4.

```
106
Properties=species:S:1:pos:R:3
Os -0.093 0.684 0.641
C 4.044 -0.667 -2.381
Sb 2.016 -1.076 -1.774
C 2.050 0.194 0.079
C 2.093 1.495 -0.630
C 3.178 2.309 -0.968
C 2.947 3.497 -1.634
C 1.644 3.888 -1.940
C 0.608 3.075 -1.536
N 0.840 1.916 -0.918
Si 3.376 0.045 1.417
C 3.699 1.723 2.238
C 2.814 -1.205 2.695
C 5.117 -0.407 0.832
C 2.116 -3.329 -1.837
C 1.078 -3.804 -0.860
C 0.270 -4.929 -1.070
C -0.565 -5.373 -0.061
C -0.573 -4.706 1.154
C 0.243 -3.595 1.278
N 1.022 -3.136 0.302
Si 1.716 -3.677 -3.678
C -0.074 -3.286 -4.067
C 2.747 -2.630 -4.848
C 2.017 -5.444 -4.255
Si 3.692 -4.255 -1.275
C 3.377 -6.108 -1.185
C 4.153 -3.789 0.477
C 5.141 -4.012 -2.443
H 4.177 0.413 -2.400
H 4.204 -1.048 -3.386
H 4.775 -1.100 -1.707
H 4.182 2.010 -0.698
H 3.780 4.131 -1.909
H 1.441 4.814 -2.458
H -0.430 3.346 -1.679
H 3.539 1.653 3.317
H 3.054 2.522 1.875
H 4.738 2.021 2.073
H 2.021 -0.786 3.317
H 3.641 -1.492 3.350
H 2.431 -2.103 2.208
H 5.512 0.344 0.143
H 5.246 -1.384 0.375
H 5.749 -0.380 1.726
H 0.316 -5.466 -2.007
H -1.190 -6.244 -0.218
H -1.193 -5.026 1.980
H 0.279 -3.040 2.208
H -0.322 -2.257 -3.797
H -0.770 -3.950 -3.554
H -0.237 -3.401 -5.142
H 2.521 -1.565 -4.788
H 2.498 -2.957 -5.862
H 3.821 -2.769 -4.715
H 1.452 -6.203 -3.713
H 3.071 -5.725 -4.221
H 1.702 -5.488 -5.302
H 2.619 -6.337 -0.432
H 4.308 -6.586 -0.864
H 3.077 -6.569 -2.123
H 3.658 -4.466 1.178
H 3.837 -2.783 0.734
H 5.231 -3.869 0.639
H 4.941 -4.425 -3.434
H 5.994 -4.560 -2.031
H 5.443 -2.973 -2.565
S 0.520 1.482 2.711
C -0.677 2.687 3.148
C -0.566 3.356 4.364
C -1.499 4.313 4.733
C -1.365 4.978 5.999
N -1.256 5.495 7.019
C -2.563 4.617 3.869
C -2.668 3.956 2.655
C -1.732 2.993 2.289
S -1.887 2.157 0.757
C -3.546 5.601 4.224
N -4.349 6.377 4.495
H 0.255 3.126 5.031
H -3.487 4.193 1.988
C -4.306 -0.128 -0.888
Si -2.597 -0.811 -1.207
C -2.677 -2.537 -1.932
C -1.751 0.340 -2.396
N -1.676 -0.858 0.350
C -2.152 -1.553 1.403
C -1.576 -1.403 2.697
C -2.052 -2.100 3.783
C -3.117 -2.987 3.641
C -3.702 -3.166 2.385
C -3.241 -2.471 1.295
H -4.833 -0.057 -1.844
H -4.239 0.875 -0.464
H -4.909 -0.740 -0.217
H -2.616 -2.480 -3.019
H -3.604 -3.057 -1.683
H -1.841 -3.145 -1.579
H -2.294 0.273 -3.345
H -0.707 0.093 -2.585
H -1.815 1.375 -2.056
H -0.753 -0.712 2.822
H -1.594 -1.952 4.752
H -3.492 -3.532 4.497
H -4.526 -3.858 2.267
H -3.704 -2.643 0.336
```

energy relative to the best compared isomer or geometry (same formula, charge and spin)	0.42	kcal per mole
gap between HOMO and LUMO (alpha / beta)	0.26699 / 0.19267	Ha
DFT total energy	-4077.6401	hartree
molecular weight	1081.364	g mol⁻¹
spin multiplicity	5
LUMO (alpha / beta)	0.0382 / -2.6209	eV
max |F|	0.2	eV Å⁻¹
⟨S²⟩	6.056